# 1
Below is a 2-piece molecular cluster, C6H15N5 overall, with properties calculated with the ωB97M-V functional and the def2-TZVPD basis.

Summary:
total charge	+2
multiplicity	3
largest force on an atom	6.86	eV Å⁻¹
gap between HOMO and LUMO (alpha / beta)	0.232 / 0.225	hartree
E_LUMO (alpha / beta)	-0.21625 / -0.37702	Ha
⟨S²⟩	2.02

Bonds (Å) are listed after each position.
Element x y z (Å)
1 C 0.228 0.740 1.046  C2 1.209, C5 1.547
2 C -0.539 0.886 0.123  C1 1.209, C6 1.465
3 C -0.372 -1.960 -2.275  N7 1.394, N8 1.350, N10 1.329
4 C 1.999 1.994 2.137  C5 1.472, H12 0.999, H13 1.147, H14 1.180
5 C 1.272 0.715 2.188  C1 1.547, C4 1.472, N11 1.551, H15 1.159
6 C -1.606 0.766 -0.874  C2 1.465, N9 1.281, H16 1.120
7 N 0.616 -2.941 -2.331  C3 1.394, H17 0.987, H18 1.005
8 N -1.640 -2.380 -2.473  C3 1.350, H19 1.083, H20 0.949
9 N -1.919 1.732 -1.654  C6 1.281, H21 1.062, H22 1.018
10 N -0.230 -0.639 -2.308  C3 1.329, H23 1.037
11 N 0.535 0.614 3.549  C5 1.551, H24 1.052, H25 1.024, H26 1.033
12 H 2.403 2.294 3.000  C4 0.999
13 H 2.774 1.909 1.295  C4 1.147
14 H 1.322 2.861 1.709  C4 1.180
15 H 1.834 -0.253 1.888  C5 1.159
16 H -2.241 -0.146 -0.741  C6 1.120
17 H 0.266 -3.858 -2.432  N7 0.987
18 H 1.585 -2.846 -2.081  N7 1.005
19 H -1.863 -3.435 -2.376  N8 1.083
20 H -2.257 -1.685 -2.664  N8 0.949
21 H -1.554 2.729 -1.696  N9 1.062
22 H -2.548 1.500 -2.421  N9 1.018
23 H 0.724 -0.232 -2.303  N10 1.037
24 H 1.298 0.323 4.212  N11 1.052
25 H -0.124 -0.163 3.651  N11 1.024
26 H 0.038 1.474 3.833  N11 1.033

# 2
Below is a 2-piece molecular cluster, C6H15NO overall, with properties calculated with the ωB97M-V functional and the def2-TZVPD basis.

Summary:
total charge	-1
multiplicity	2
largest force on an atom	4.42	eV Å⁻¹
gap between HOMO and LUMO (alpha / beta)	0.097 / 0.359	hartree
E_LUMO (alpha / beta)	0.14237 / 0.14052	Ha
⟨S²⟩	0.75

Bonds (Å) are listed after each position.
Element x y z (Å)
1 C -1.212 -0.796 -1.227  C2 1.509, N7 1.525, H8 1.025, H9 1.156
2 C 0.003 0.065 -1.468  C1 1.509, C3 1.553, H10 1.083, H11 1.072
3 C 0.695 0.456 -0.134  C2 1.553, C4 1.315, C6 1.472
4 C 1.552 -0.355 0.446  C3 1.315, C5 1.478, H12 1.097
5 C 2.146 -0.040 1.762  C4 1.478, H13 1.066, H14 1.094, H15 1.094
6 C 0.371 1.840 0.248  C3 1.472, H16 1.124, H17 1.159, H18 1.058
7 N -1.804 -1.289 -2.543  C1 1.525, H19 1.016, H20 1.004
8 H -1.051 -1.611 -0.627  C1 1.025
9 H -2.018 -0.155 -0.702  C1 1.156
10 H -0.296 0.989 -1.950  C2 1.083
11 H 0.653 -0.411 -2.175  C2 1.072
12 H 1.860 -1.333 0.057  C4 1.097
13 H 2.175 -0.969 2.285  C5 1.066
14 H 3.188 0.291 1.702  C5 1.094
15 H 1.617 0.725 2.338  C5 1.094
16 H 0.992 2.592 -0.310  C6 1.124
17 H -0.745 2.101 0.073  C6 1.159
18 H 0.408 2.070 1.280  C6 1.058
19 H -1.996 -0.474 -3.118  N7 1.016
20 H -2.691 -1.679 -2.280  N7 1.004
21 H -1.892 -1.130 2.284  O23 0.941
22 H -0.624 -0.507 1.701  O23 0.972
23 O -1.329 -0.379 2.358  H21 0.941, H22 0.972

# 3
Below is a 2-piece molecular cluster, C6H15NO overall, with properties calculated with the ωB97M-V functional and the def2-TZVPD basis.

Summary:
largest force on an atom	1.07	eV Å⁻¹
gap between HOMO and LUMO	0.377	hartree
E_LUMO	0.03626	Ha

Bonds (Å) are listed after each position.
Element x y z (Å)
1 C 1.530 2.740 -0.772  C2 1.496, H8 1.074, H9 1.079, H10 1.083
2 C 1.228 1.690 0.250  C1 1.496, C3 1.328, H11 1.086
3 C 1.271 0.380 0.039  C2 1.328, C4 1.507, H12 1.092
4 C 1.171 -0.646 1.139  C3 1.507, C5 1.536, H13 1.092, H14 1.086
5 C -0.287 -0.863 1.572  C4 1.536, C6 1.546, H15 1.098, H16 1.094
6 C -1.273 -1.370 0.496  C5 1.546, N7 1.449, H17 1.095, H18 1.085
7 N -2.185 -0.393 -0.063  C6 1.449, H19 1.007, H20 1.010
8 H 1.363 2.391 -1.774  C1 1.074
9 H 1.003 3.658 -0.564  C1 1.079
10 H 2.547 3.088 -0.634  C1 1.083
11 H 1.157 2.019 1.283  C2 1.086
12 H 1.542 -0.032 -0.935  C3 1.092
13 H 1.656 -0.311 2.059  C4 1.092
14 H 1.615 -1.580 0.808  C4 1.086
15 H -0.670 0.089 1.964  C5 1.098
16 H -0.326 -1.511 2.453  C5 1.094
17 H -0.662 -1.853 -0.274  C6 1.095
18 H -1.887 -2.131 0.966  C6 1.085
19 H -1.925 0.570 0.076  N7 1.007
20 H -3.129 -0.437 0.293  N7 1.010
21 O -1.375 -2.064 -3.034  H22 0.966, H23 0.955
22 H -1.839 -1.802 -2.229  O21 0.966
23 H -0.527 -1.631 -3.120  O21 0.955

# 4
Below is a 3-piece molecular cluster, C6H15NO overall, with properties calculated with the ωB97M-V functional and the def2-TZVPD basis.

Summary:
largest force on an atom	0.66	eV Å⁻¹
gap between HOMO and LUMO (alpha / beta)	0.254 / 0.243	hartree
E_LUMO (alpha / beta)	0.02528 / 0.02536	Ha

Bonds (Å) are listed after each position.
Element x y z (Å)
1 C -0.220 -0.854 -0.420  C2 1.374, N7 1.358, O8 1.350
2 C -0.643 0.452 -0.373  C1 1.374, C5 1.495, H10 1.076
3 C 1.613 0.778 -0.878  C6 1.504, H13 1.087, H14 1.088
4 C -2.721 -0.679 -0.061  H16 1.089, H17 1.089, H18 1.088
5 C -0.688 1.329 0.838  C2 1.495, H15 1.090, H19 1.091, H20 1.091
6 C 2.547 0.702 0.298  C3 1.504, H21 1.096, H22 1.101, H23 1.095
7 N 0.146 -1.615 0.644  C1 1.358, H11 1.007, H12 1.009
8 O -0.158 -1.472 -1.618  C1 1.350, H9 0.966
9 H -0.456 -2.385 -1.513  O8 0.966
10 H -0.992 0.849 -1.310  C2 1.076
11 H 0.116 -1.182 1.553  N7 1.007
12 H 0.915 -2.251 0.503  N7 1.009
13 H 1.864 0.128 -1.712  C3 1.087
14 H 1.395 1.789 -1.219  C3 1.088
15 H -1.722 1.520 1.126  C5 1.090
16 H -2.808 -0.898 1.002  C4 1.089
17 H -2.865 -1.564 -0.680  C4 1.089
18 H -3.361 0.143 -0.374  C4 1.088
19 H -0.177 0.891 1.697  C5 1.091
20 H -0.205 2.284 0.628  C5 1.091
21 H 2.644 -0.322 0.677  C6 1.096
22 H 3.569 1.035 0.061  C6 1.101
23 H 2.207 1.325 1.131  C6 1.095

Question: Which of these has the highest largest force on an atom?
Answer: C6H15N5

Question: The highest largest force on an atom belongs to which entry?
Answer: C6H15N5